Formula: C26H78O13
Source: OMol25
Level of theory: ωB97M-V/def2-TZVPD

Each line ends with the Mulliken charge.
CARTESIAN COORDINATES (ANGSTROEM)
1 C -7.84 3.56 2.28  0.167
2 C -7.32 3.65 0.86  0.147
3 O -6.10 4.39 0.81  -0.448
4 H -8.21 4.53 2.63  -0.077
5 H -7.08 3.15 2.94  0.130
6 H -8.69 2.88 2.38  -0.441
7 H -8.05 4.14 0.22  0.039
8 H -7.09 2.66 0.46  0.084
9 H -6.34 5.32 0.72  0.219
10 C -7.81 5.48 -2.85  -0.376
11 C -8.01 5.06 -4.30  -0.728
12 O -6.75 4.82 -4.89  -0.551
13 H -7.54 6.52 -2.67  0.323
14 H -7.05 4.91 -2.32  -0.112
15 H -8.70 5.31 -2.25  0.396
16 H -8.58 5.87 -4.76  0.352
17 H -8.69 4.21 -4.42  0.314
18 H -6.39 5.65 -5.21  0.290
19 C -10.17 -0.99 0.99  -1.515
20 C -9.86 -0.17 2.25  0.881
21 O -8.59 -0.56 2.73  -0.370
22 H -11.05 -0.56 0.52  0.432
23 H -10.40 -2.02 1.28  0.376
24 H -9.33 -0.93 0.30  0.275
25 H -10.60 -0.34 3.03  0.196
26 H -9.73 0.87 1.98  -0.421
27 H -8.43 -0.15 3.59  0.195
28 C -8.81 4.97 5.84  -0.465
29 C -8.19 6.19 6.48  0.326
30 O -8.75 6.21 7.79  -0.535
31 H -8.75 4.05 6.42  0.210
32 H -8.39 4.79 4.85  -0.236
33 H -9.85 5.15 5.55  0.466
34 H -8.27 7.10 5.88  0.367
35 H -7.12 6.03 6.55  -0.375
36 H -8.15 6.77 8.28  0.317
37 C -4.81 7.88 -1.86  -0.692
38 C -5.68 9.11 -1.67  -0.002
39 O -4.90 10.17 -2.14  -0.529
40 H -5.26 7.04 -1.34  -0.100
41 H -3.87 7.94 -1.31  0.454
42 H -4.54 7.61 -2.88  0.348
43 H -5.92 9.31 -0.63  0.042
44 H -6.59 9.09 -2.27  0.228
45 H -5.35 10.99 -1.90  0.310
46 C -4.06 5.78 5.29  -1.068
47 C -4.46 5.66 3.84  0.123
48 O -4.83 4.39 3.53  -0.440
49 H -3.45 6.67 5.42  0.472
50 H -3.54 4.90 5.67  0.249
51 H -4.91 5.96 5.95  -0.041
52 H -3.53 5.86 3.30  0.319
53 H -5.16 6.44 3.56  0.092
54 H -5.26 4.36 2.68  0.252
55 C -11.72 2.33 4.03  -0.769
56 C -12.42 2.50 2.70  -0.142
57 O -13.80 2.30 2.90  -0.536
58 H -10.64 2.43 3.87  0.035
59 H -11.83 1.31 4.41  0.263
60 H -12.00 3.04 4.81  0.517
61 H -12.01 1.76 2.01  0.109
62 H -12.28 3.52 2.36  0.282
63 H -14.19 2.54 2.06  0.311
64 C -4.97 -0.26 1.15  -0.545
65 C -5.43 -1.58 1.73  -0.419
66 O -6.68 -1.90 1.18  -0.527
67 H -5.59 0.54 1.56  -0.078
68 H -4.95 -0.28 0.06  0.234
69 H -3.93 -0.17 1.47  0.410
70 H -5.45 -1.54 2.81  0.241
71 H -4.66 -2.29 1.41  0.338
72 H -7.34 -1.48 1.73  0.425
73 C -8.64 8.42 0.69  -1.363
74 C -8.08 7.09 1.18  0.346
75 O -6.69 7.12 1.00  -0.544
76 H -9.72 8.43 0.88  0.434
77 H -8.48 8.59 -0.38  0.247
78 H -8.27 9.32 1.16  0.358
79 H -8.52 6.31 0.56  0.052
80 H -8.28 6.92 2.23  0.143
81 H -6.25 7.78 1.54  0.234
82 C -5.73 3.42 8.00  -0.820
83 C -5.26 2.34 6.96  -0.389
84 O -6.01 2.63 5.77  -0.097
85 H -6.82 3.41 8.00  0.188
86 H -5.39 4.41 7.71  0.127
87 H -5.50 3.10 9.01  0.425
88 H -5.59 1.35 7.29  0.290
89 H -4.18 2.28 6.85  0.333
90 H -5.56 3.23 5.18  0.006
91 C -9.50 -0.44 6.58  -1.140
92 C -8.07 0.04 6.41  -0.208
93 O -8.08 0.77 5.25  -0.416
94 H -9.78 -1.20 5.85  0.249
95 H -10.16 0.41 6.39  0.204
96 H -9.74 -0.84 7.56  0.386
97 H -7.35 -0.79 6.36  0.252
98 H -7.74 0.62 7.28  0.382
99 H -7.47 1.51 5.38  0.209
100 C -4.06 3.78 -2.20  -0.408
101 C -4.63 2.69 -3.21  0.098
102 O -4.72 3.20 -4.50  -0.625
103 H -2.97 3.80 -2.29  0.410
104 H -4.30 3.51 -1.17  0.089
105 H -4.48 4.75 -2.45  -0.112
106 H -5.65 2.47 -2.91  -0.273
107 H -4.05 1.77 -3.12  0.409
108 H -5.51 3.74 -4.58  0.501
109 C -8.50 1.28 -2.05  -0.423
110 C -8.49 1.03 -3.55  -0.337
111 O -9.80 1.21 -4.10  -0.566
112 H -8.74 2.32 -1.84  0.088
113 H -7.51 1.02 -1.65  0.170
114 H -9.12 0.62 -1.44  0.288
115 H -8.08 0.08 -3.88  0.389
116 H -7.83 1.79 -3.97  0.073
117 H -9.73 1.09 -5.05  0.321

Computed properties:
- spin multiplicity = 1
- highest occupied orbital energy (eV) = -9.206
- orbital gap (hartree) = 0.3398
- molecular weight (u) = 598.90

---

Formula: C26H78O13
Source: OMol25
Level of theory: ωB97M-V/def2-TZVPD

Each line ends with the Mulliken charge.
CARTESIAN COORDINATES (ANGSTROEM)
1 C -0.04 -3.73 -4.22  -1.090
2 C -1.01 -3.86 -3.03  -0.118
3 O -0.20 -3.96 -1.86  0.191
4 H 0.60 -4.61 -4.27  0.288
5 H 0.58 -2.86 -4.01  0.032
6 H -0.61 -3.59 -5.13  0.426
7 H -1.70 -4.71 -3.08  0.373
8 H -1.58 -2.93 -2.95  0.127
9 H -0.78 -4.21 -1.11  0.028
10 C 5.73 2.43 -0.22  -1.230
11 C 4.37 3.05 -0.50  0.188
12 O 3.66 2.42 -1.55  -0.428
13 H 6.34 2.35 -1.12  0.288
14 H 5.54 1.41 0.11  0.228
15 H 6.33 2.94 0.52  0.398
16 H 4.50 4.11 -0.75  0.357
17 H 3.73 3.05 0.39  -0.059
18 H 3.40 1.53 -1.25  0.283
19 C 1.12 2.07 5.55  -1.277
20 C 0.14 2.34 4.43  0.248
21 O -0.07 3.73 4.24  -0.601
22 H 1.20 0.99 5.69  0.317
23 H 0.73 2.43 6.51  0.336
24 H 2.10 2.52 5.42  0.284
25 H -0.80 1.85 4.69  0.380
26 H 0.48 1.97 3.45  -0.066
27 H 0.54 4.09 3.58  0.308
28 C -1.42 3.73 -1.24  1.829
29 C -2.34 4.89 -0.93  -0.921
30 O -2.03 5.49 0.31  -0.532
31 H -1.60 2.95 -0.49  -0.918
32 H -0.37 4.03 -1.22  -0.240
33 H -1.60 3.25 -2.20  -0.026
34 H -3.38 4.54 -0.90  0.278
35 H -2.30 5.63 -1.74  0.405
36 H -1.34 6.16 0.21  0.337
37 C 1.49 -5.29 0.87  -0.483
38 C 1.94 -6.12 -0.34  -0.381
39 O 2.32 -5.36 -1.46  -0.584
40 H 0.54 -4.78 0.75  -0.244
41 H 2.22 -4.52 1.10  0.305
42 H 1.41 -5.98 1.71  0.475
43 H 1.15 -6.83 -0.63  0.229
44 H 2.81 -6.72 -0.08  0.380
45 H 1.64 -4.69 -1.67  0.241
46 C 1.30 4.68 0.56  -0.345
47 C 2.22 5.36 1.56  -0.661
48 O 2.23 4.58 2.77  -0.482
49 H 0.27 4.76 0.92  0.117
50 H 1.55 3.62 0.49  -0.196
51 H 1.40 5.18 -0.40  0.502
52 H 1.86 6.37 1.78  0.398
53 H 3.23 5.42 1.15  0.438
54 H 3.05 4.82 3.21  0.247
55 C 0.75 3.10 -3.50  -1.420
56 C -0.69 3.24 -3.02  0.731
57 O -1.51 3.63 -4.11  -0.617
58 H 1.09 4.06 -3.88  0.318
59 H 0.80 2.43 -4.37  0.442
60 H 1.46 2.69 -2.78  0.176
61 H -0.83 3.94 -2.19  0.158
62 H -1.08 2.29 -2.63  -0.082
63 H -1.50 2.96 -4.79  0.363
64 C -0.07 0.83 -0.04  -0.014
65 C -0.38 -0.55 -0.58  1.028
66 O 0.68 -1.47 -0.37  0.540
67 H 0.54 1.45 -0.70  0.147
68 H 0.42 0.79 0.93  0.069
69 H -0.98 1.44 0.05  -0.289
70 H -0.62 -0.50 -1.66  0.353
71 H -1.33 -0.91 -0.16  -0.880
72 H 0.29 -2.35 -0.52  -0.538
73 C 2.75 -0.53 -3.24  -0.689
74 C 3.50 -0.94 -1.99  -0.334
75 O 3.09 -0.21 -0.84  -0.597
76 H 2.92 0.51 -3.54  0.249
77 H 1.67 -0.69 -3.19  -0.079
78 H 3.10 -1.18 -4.05  0.443
79 H 4.58 -0.83 -2.10  0.376
80 H 3.36 -2.01 -1.79  0.287
81 H 2.16 -0.42 -0.67  0.089
82 C -2.39 -6.15 0.32  -1.190
83 C -2.64 -4.78 0.93  -0.059
84 O -1.98 -3.77 0.17  -0.141
85 H -2.89 -6.94 0.89  0.427
86 H -1.33 -6.39 0.35  0.145
87 H -2.73 -6.28 -0.71  0.296
88 H -2.27 -4.76 1.96  0.205
89 H -3.72 -4.59 0.94  0.379
90 H -2.52 -2.96 0.27  -0.004
91 C -1.80 1.05 2.00  0.618
92 C -3.05 1.89 1.78  -0.454
93 O -3.82 1.18 0.80  -0.460
94 H -1.26 1.03 1.05  -0.315
95 H -2.12 0.06 2.32  0.148
96 H -1.22 1.53 2.78  -0.637
97 H -2.78 2.87 1.37  0.156
98 H -3.59 2.09 2.71  0.446
99 H -4.55 1.71 0.47  0.229
100 C -5.84 -1.90 -0.28  -1.327
101 C -4.39 -1.76 -0.69  -0.038
102 O -3.56 -1.52 0.44  -0.551
103 H -6.14 -1.15 0.46  0.277
104 H -6.05 -2.89 0.12  0.270
105 H -6.52 -1.80 -1.14  0.411
106 H -4.30 -1.00 -1.48  0.373
107 H -4.08 -2.70 -1.15  0.257
108 H -3.45 -0.55 0.54  -0.040
109 C -0.30 -2.23 2.71  -1.060
110 C 1.16 -1.84 2.53  0.858
111 O 1.82 -1.90 3.79  -0.653
112 H -0.93 -2.11 1.83  0.154
113 H -0.73 -1.73 3.58  0.447
114 H -0.39 -3.29 2.94  0.349
115 H 1.25 -0.86 2.04  -0.029
116 H 1.61 -2.54 1.82  -0.469
117 H 2.76 -1.80 3.61  0.373

Computed properties:
- spin multiplicity = 1
- highest occupied orbital energy (eV) = -7.095
- orbital gap (hartree) = 0.2678
- molecular weight (u) = 598.90

---

Formula: C26H78O13
Source: OMol25
Level of theory: ωB97M-V/def2-TZVPD

Each line ends with the Mulliken charge.
CARTESIAN COORDINATES (ANGSTROEM)
1 C -5.11 -25.85 9.69  -1.092
2 C -4.21 -25.46 8.53  -0.102
3 O -3.10 -26.32 8.60  -0.522
4 H -4.76 -25.69 10.71  0.307
5 H -5.23 -26.93 9.67  0.282
6 H -6.00 -25.22 9.71  0.334
7 H -3.94 -24.41 8.55  0.292
8 H -4.70 -25.74 7.60  0.217
9 H -2.37 -26.03 8.05  0.283
10 C 8.43 -21.63 9.96  -0.852
11 C 8.48 -22.95 10.77  -0.380
12 O 9.76 -23.35 11.12  -0.513
13 H 8.92 -20.77 10.41  0.264
14 H 7.35 -21.51 10.04  0.273
15 H 8.57 -21.55 8.89  0.337
16 H 7.96 -23.84 10.41  0.349
17 H 8.00 -22.76 11.73  0.229
18 H 10.10 -23.73 10.31  0.293
19 C 2.99 -29.55 11.15  -1.000
20 C 4.44 -29.58 11.45  -0.233
21 O 4.64 -30.15 12.74  -0.501
22 H 2.82 -29.17 10.14  0.297
23 H 2.31 -29.06 11.85  0.335
24 H 2.60 -30.57 11.23  0.287
25 H 4.91 -28.61 11.29  0.233
26 H 5.00 -30.16 10.72  0.275
27 H 4.12 -29.59 13.33  0.308
28 C 8.46 -25.09 17.16  -0.873
29 C 9.73 -24.27 17.26  -0.273
30 O 9.41 -23.13 16.46  -0.503
31 H 8.39 -25.57 16.18  0.287
32 H 7.53 -24.57 17.41  0.253
33 H 8.45 -25.87 17.92  0.321
34 H 10.65 -24.78 16.96  0.242
35 H 9.91 -23.81 18.24  0.249
36 H 9.55 -23.46 15.57  0.295
37 C -4.11 -25.26 20.58  -1.075
38 C -5.22 -24.51 21.30  -0.121
39 O -4.77 -23.23 21.80  -0.527
40 H -4.31 -26.33 20.46  0.354
41 H -3.18 -25.34 21.14  0.311
42 H -3.94 -24.94 19.55  0.262
43 H -5.55 -25.18 22.09  0.238
44 H -6.07 -24.42 20.63  0.257
45 H -5.51 -22.73 22.17  0.300
46 C -6.60 -20.86 16.47  -1.051
47 C -8.09 -21.16 16.21  -0.143
48 O -8.65 -19.94 15.76  -0.509
49 H -6.11 -20.60 15.53  0.283
50 H -5.99 -21.67 16.86  0.318
51 H -6.43 -19.98 17.09  0.299
52 H -8.58 -21.48 17.13  0.197
53 H -8.20 -21.89 15.41  0.293
54 H -9.16 -20.18 14.98  0.312
55 C 2.00 -22.88 6.91  -0.894
56 C 0.97 -22.80 5.81  -0.315
57 O 0.54 -24.05 5.40  -0.507
58 H 2.85 -23.40 6.47  0.248
59 H 1.71 -23.38 7.84  0.298
60 H 2.35 -21.85 7.01  0.297
61 H 1.36 -22.26 4.95  0.293
62 H 0.08 -22.21 6.02  0.274
63 H 0.73 -24.13 4.46  0.307
64 C 4.01 -12.43 13.63  -1.110
65 C 4.12 -13.90 13.48  -0.063
66 O 5.32 -14.45 13.99  -0.537
67 H 3.07 -11.97 13.34  0.346
68 H 4.66 -11.88 12.95  0.284
69 H 4.17 -12.08 14.65  0.299
70 H 4.03 -14.12 12.42  0.191
71 H 3.37 -14.45 14.05  0.267
72 H 5.14 -15.38 14.16  0.322
73 C -0.89 -16.47 11.48  -0.973
74 C 0.05 -17.30 10.67  -0.224
75 O 0.28 -16.68 9.42  -0.528
76 H -0.92 -16.86 12.50  0.328
77 H -1.87 -16.46 11.01  0.267
78 H -0.55 -15.45 11.65  0.271
79 H -0.03 -18.38 10.60  0.339
80 H 0.97 -17.34 11.25  0.220
81 H 1.15 -16.93 9.10  0.299
82 C -1.59 -33.19 14.00  -0.952
83 C -2.15 -32.93 15.43  -0.252
84 O -1.77 -31.63 15.76  -0.517
85 H -2.02 -34.15 13.72  0.298
86 H -0.56 -33.52 14.15  0.321
87 H -1.69 -32.49 13.17  0.283
88 H -1.85 -33.65 16.19  0.232
89 H -3.23 -32.96 15.58  0.281
90 H -0.82 -31.56 15.78  0.307
91 C 1.78 -30.88 20.73  -0.994
92 C 2.03 -29.67 19.83  -0.234
93 O 2.65 -30.12 18.60  -0.495
94 H 1.10 -30.77 21.58  0.329
95 H 2.75 -31.12 21.16  0.293
96 H 1.45 -31.77 20.19  0.287
97 H 2.67 -29.03 20.44  0.218
98 H 1.10 -29.18 19.53  0.301
99 H 3.51 -30.40 18.92  0.296
100 C -0.02 -24.41 14.15  -0.974
101 C 1.26 -23.70 14.65  -0.201
102 O 1.59 -22.58 13.91  -0.506
103 H -0.86 -23.82 14.53  0.261
104 H -0.10 -25.36 14.68  0.313
105 H -0.16 -24.51 13.07  0.300
106 H 2.07 -24.43 14.72  0.272
107 H 1.04 -23.43 15.68  0.238
108 H 2.31 -22.06 14.28  0.295
109 C 4.82 -20.27 19.77  -0.972
110 C 4.84 -19.13 18.73  -0.217
111 O 5.36 -19.71 17.50  -0.538
112 H 4.25 -20.04 20.67  0.320
113 H 5.84 -20.60 19.97  0.287
114 H 4.34 -21.19 19.46  0.290
115 H 5.57 -18.36 18.99  0.213
116 H 3.90 -18.57 18.70  0.316
117 H 6.23 -20.07 17.66  0.300

Computed properties:
- spin multiplicity = 1
- highest occupied orbital energy (eV) = -10.050
- orbital gap (hartree) = 0.3758
- molecular weight (u) = 598.90

---

Formula: C26H78O13
Source: OMol25
Level of theory: ωB97M-V/def2-TZVPD

Each line ends with the Mulliken charge.
CARTESIAN COORDINATES (ANGSTROEM)
1 C -21.01 -5.47 -10.88  -0.752
2 C -21.27 -5.43 -12.38  -0.368
3 O -20.89 -4.15 -12.80  -0.481
4 H -21.58 -4.73 -10.32  0.262
5 H -19.97 -5.33 -10.59  -0.002
6 H -21.34 -6.42 -10.45  0.416
7 H -22.33 -5.42 -12.62  0.351
8 H -20.88 -6.28 -12.93  0.304
9 H -20.58 -4.06 -13.71  0.261
10 C -16.74 -7.80 -9.41  -1.076
11 C -15.75 -6.61 -9.74  -0.388
12 O -16.55 -5.44 -9.78  0.044
13 H -17.08 -7.72 -8.38  0.194
14 H -16.19 -8.72 -9.59  0.430
15 H -17.47 -7.96 -10.21  0.263
16 H -15.23 -6.66 -10.69  0.470
17 H -14.96 -6.57 -8.99  0.271
18 H -16.32 -5.00 -10.60  0.073
19 C -22.29 1.48 -7.51  -0.737
20 C -22.19 0.98 -8.92  0.264
21 O -21.82 -0.36 -8.92  -0.514
22 H -21.32 1.22 -7.07  -0.228
23 H -23.09 0.92 -7.03  0.396
24 H -22.37 2.56 -7.44  0.341
25 H -21.38 1.57 -9.36  -0.201
26 H -23.17 1.06 -9.37  0.377
27 H -21.82 -0.77 -9.79  0.256
28 C -18.56 2.78 -8.23  0.287
29 C -18.91 3.55 -6.98  -0.460
30 O -17.76 3.68 -6.12  -0.566
31 H -17.86 3.28 -8.91  0.254
32 H -19.43 2.51 -8.84  -0.210
33 H -18.00 1.87 -8.04  -0.256
34 H -19.79 3.16 -6.46  0.215
35 H -19.21 4.56 -7.24  0.400
36 H -17.43 2.79 -6.01  0.246
37 C -16.59 -4.82 -14.53  -1.056
38 C -17.20 -5.21 -13.15  0.126
39 O -16.61 -4.22 -12.35  -0.512
40 H -16.87 -5.62 -15.22  0.420
41 H -15.51 -4.69 -14.59  0.269
42 H -17.08 -3.94 -14.95  0.181
43 H -16.91 -6.22 -12.88  0.352
44 H -18.28 -5.36 -13.08  -0.060
45 H -17.17 -3.44 -12.35  0.094
46 C -18.69 2.18 -12.09  -0.053
47 C -17.65 3.30 -11.94  -0.176
48 O -16.73 3.35 -12.99  -0.578
49 H -19.29 2.25 -12.99  0.525
50 H -19.33 2.34 -11.22  -0.035
51 H -18.13 1.25 -12.12  -0.251
52 H -17.20 3.16 -10.96  -0.219
53 H -17.95 4.35 -11.92  0.491
54 H -17.22 3.50 -13.80  0.303
55 C -15.36 1.14 -3.82  -1.160
56 C -15.06 1.43 -5.34  -0.200
57 O -16.18 1.23 -6.09  -0.076
58 H -14.59 1.54 -3.16  0.336
59 H -15.31 0.06 -3.73  0.309
60 H -16.34 1.44 -3.44  0.285
61 H -14.28 0.72 -5.62  0.259
62 H -14.64 2.44 -5.43  0.302
63 H -15.88 0.87 -6.93  0.100
64 C -13.75 2.45 -10.81  -1.078
65 C -14.28 1.23 -11.52  0.835
66 O -14.65 1.68 -12.78  -0.630
67 H -14.54 3.20 -10.78  0.136
68 H -12.90 2.89 -11.34  0.366
69 H -13.35 2.30 -9.81  0.288
70 H -15.21 0.83 -11.10  -0.562
71 H -13.51 0.46 -11.56  0.354
72 H -15.55 2.00 -12.74  0.293
73 C -18.94 -5.30 -5.13  -1.428
74 C -18.69 -5.11 -6.62  0.664
75 O -17.29 -5.08 -6.82  -0.603
76 H -19.98 -5.51 -4.89  0.347
77 H -18.61 -4.47 -4.51  0.222
78 H -18.34 -6.10 -4.69  0.401
79 H -19.07 -4.18 -7.04  -0.196
80 H -19.00 -6.02 -7.13  0.335
81 H -17.09 -4.77 -7.71  0.138
82 C -19.04 -1.37 -14.01  -0.706
83 C -17.68 -0.66 -14.22  -0.043
84 O -16.85 -1.30 -15.19  -0.552
85 H -19.67 -0.70 -13.42  0.332
86 H -18.92 -2.33 -13.52  -0.263
87 H -19.51 -1.66 -14.94  0.550
88 H -17.03 -0.73 -13.34  0.029
89 H -17.93 0.35 -14.56  0.411
90 H -16.33 -0.55 -15.49  0.320
91 C -18.46 -2.48 -9.32  -0.233
92 C -18.57 -1.09 -10.14  0.508
93 O -17.47 -0.31 -9.97  0.508
94 H -17.97 -3.26 -9.90  -0.430
95 H -19.46 -2.74 -8.98  0.502
96 H -17.88 -2.39 -8.40  -0.010
97 H -19.54 -0.67 -9.87  -0.274
98 H -18.79 -1.23 -11.20  -0.293
99 H -17.38 -0.17 -9.03  -0.243
100 C -19.32 -0.40 -5.38  -0.794
101 C -18.40 -1.55 -5.30  0.692
102 O -17.95 -1.95 -4.01  -0.657
103 H -18.81 0.52 -5.09  0.140
104 H -20.24 -0.51 -4.81  0.419
105 H -19.58 -0.45 -6.43  -0.054
106 H -17.55 -1.21 -5.90  -0.186
107 H -18.88 -2.39 -5.80  0.049
108 H -17.14 -2.41 -4.22  0.382
109 C -14.21 -2.13 -9.16  -1.376
110 C -13.94 -0.81 -8.53  -0.183
111 O -15.15 -0.09 -8.51  -0.140
112 H -15.10 -2.54 -8.69  0.232
113 H -13.47 -2.90 -8.96  0.515
114 H -14.38 -2.24 -10.23  0.325
115 H -13.16 -0.23 -9.02  0.192
116 H -13.79 -1.05 -7.48  0.392
117 H -15.59 -0.35 -9.33  -0.056

Computed properties:
- spin multiplicity = 1
- highest occupied orbital energy (eV) = -9.699
- orbital gap (hartree) = 0.3687
- molecular weight (u) = 598.90